[1]
{
  "formula": "C3H9NaO2",
  "method": "ωB97M-V with the def2-TZVPD basis set",
  "lumo_ha": -0.0178,
  "gap_ev": 6.622,
  "charge": 0,
  "symbols": ["O", "C", "O", "C", "C", "H", "H", "H", "H", "H", "H", "H", "Na", "H", "H"],
  "xyz": [[-1.715759, 0.234469, 0.931753], [2.014137, -1.019215, -0.450841], [0.689625, -0.529941, -0.421838], [0.550092, 0.710818, 0.255826], [-0.906033, 1.134676, 0.230720], [2.004160, -1.978443, -0.982487], [2.677349, -0.317868, -0.981933], [2.398607, -1.173373, 0.570499], [1.174257, 1.475380, -0.238983], [0.895614, 0.597663, 1.299021], [-1.224323, 1.219775, -0.828743], [-0.960246, 2.152623, 0.660658], [-1.225985, -1.767708, -0.297041], [-2.757605, -0.032906, 0.414061], [-3.613890, -0.705950, -0.160673]],
  "atomic_forces_ev_per_a": [[-0.423, -0.407, -0.434], [0.227, 0.039, 0.037], [-0.070, -0.432, -0.212], [0.113, 0.449, 0.333], [-0.467, 0.117, -0.053], [0.048, 0.237, 0.109], [-0.130, -0.189, 0.130], [-0.056, 0.042, -0.235], [-0.106, -0.198, 0.066], [-0.099, 0.006, -0.249], [0.081, 0.010, 0.172], [0.049, -0.199, -0.110], [-0.702, 0.612, 0.297], [0.691, -0.377, -0.037], [0.845, 0.290, 0.185]],
  "nbo_charge": [-0.90, -0.25, -0.60, -0.09, -0.09, 0.18, 0.18, 0.18, 0.17, 0.17, 0.16, 0.17, 0.88, 0.35, -0.52]
}


[2]
{
  "formula": "CH5NOP",
  "method": "ωB97M-V with the def2-TZVPD basis set",
  "de_lowest_ev": 5.344,
  "lumo_ha": [0.1779, 0.1569],
  "gap_ev": [8.912, 5.184],
  "charge": -1,
  "symbols": ["C", "N", "O", "P", "H", "H", "H", "H", "H"],
  "xyz": [[1.317897, 0.475442, 0.040729], [-0.977843, -1.460286, -1.133800], [-1.939234, -1.029689, -0.157361], [0.126777, 0.628978, 1.239682], [1.557428, 1.322309, -0.454785], [2.156031, -0.183255, 0.412997], [-0.536963, -0.565148, -1.328904], [-1.332967, -0.932007, 0.642251], [-0.371126, 1.743656, 0.739191]],
  "atomic_forces_ev_per_a": [[0.744, -3.488, 2.472], [-1.009, 0.115, 0.272], [1.111, -0.955, -0.383], [0.471, -1.741, 1.938], [0.959, 2.353, -2.027], [-0.729, 0.597, -1.058], [0.363, 0.227, -0.474], [-0.454, 0.645, 0.080], [-1.456, 2.247, -0.820]],
  "nbo_charge": [-0.99, -0.37, -0.67, 0.05, 0.17, 0.18, 0.28, 0.44, -0.09]
}


[3]
{
  "formula": "C2H3I2NO2P",
  "method": "ωB97M-V with the def2-TZVPD basis set",
  "de_lowest_ev": 2.464,
  "lumo_ha": 0.1018,
  "gap_ev": 6.781,
  "charge": -1,
  "symbols": ["C", "C", "N", "O", "O", "P", "I", "I", "H", "H", "H"],
  "xyz": [[-0.972763, 0.079501, -0.024250], [-2.136607, 0.116850, -0.648526], [1.643401, -1.028297, -0.470859], [0.003187, 0.991739, -0.424863], [-0.582852, -0.673832, 0.924179], [1.253489, 0.322286, 0.302525], [-3.646499, -1.168090, 0.045033], [3.587772, -1.562300, 0.015650], [-2.484117, 0.741789, -1.559975], [2.135845, 1.478081, 0.096184], [1.199147, 0.702272, 1.744906]],
  "atomic_forces_ev_per_a": [[-0.570, -0.593, 0.873], [-2.895, 0.971, -2.560], [1.230, 0.230, 0.681], [-0.132, 0.182, -0.177], [0.315, 0.799, -0.412], [1.235, 1.316, 1.598], [0.162, 0.132, -0.140], [-0.400, 0.181, -0.165], [1.084, -1.111, 1.993], [-0.116, -0.989, -0.475], [0.086, -1.119, -1.215]],
  "nbo_charge": [0.53, -0.61, -1.19, -0.78, -0.73, 1.59, 0.03, 0.15, 0.23, -0.14, -0.07]
}


[4]
{
  "formula": "C15H24N2O3S",
  "method": "ωB97M-V with the def2-TZVPD basis set",
  "smiles": "Cc1cc(C)c(S(=O)(=O)N2CCN(CCO)CC2)c(C)c1",
  "de_lowest_ev": 1.806,
  "lumo_ha": 0.0287,
  "gap_ev": 9.435,
  "charge": 0,
  "symbols": ["C", "C", "C", "C", "C", "C", "S", "O", "O", "N", "C", "C", "N", "C", "C", "O", "C", "C", "C", "C", "C", "H", "H", "H", "H", "H", "H", "H", "H", "H", "H", "H", "H", "H", "H", "H", "H", "H", "H", "H", "H", "H", "H", "H", "H"],
  "xyz": [[5.580857, 1.441975, -0.962220], [4.298407, 0.855723, -0.458509], [3.563249, 1.494084, 0.527912], [2.381875, 0.957931, 1.029114], [1.656431, 1.709915, 2.099051], [1.933163, -0.255552, 0.509581], [0.414716, -1.039820, 1.078444], [-0.266675, -0.228864, 2.052964], [0.685287, -2.394020, 1.474407], [-0.443316, -1.107947, -0.374231], [-0.922610, 0.177966, -0.831691], [-2.216220, 0.601938, -0.137879], [-3.223137, -0.438889, -0.296948], [-4.507645, -0.043462, 0.248594], [-5.173295, 1.066952, -0.571872], [-4.699947, 2.363369, -0.292841], [-2.741706, -1.677263, 0.295395], [-1.472819, -2.123593, -0.427726], [2.654439, -0.925687, -0.478704], [2.202084, -2.229416, -1.050914], [3.830156, -0.354395, -0.947907], [5.741107, 1.184462, -2.006303], [6.417680, 1.046687, -0.386037], [5.581395, 2.524068, -0.858209], [3.917669, 2.435045, 0.923636], [2.215235, 2.600591, 2.378064], [0.664929, 2.004595, 1.761825], [1.514328, 1.085202, 2.977251], [-0.133968, 0.909796, -0.645821], [-1.091931, 0.101933, -1.910656], [-2.586109, 1.520389, -0.594410], [-2.004207, 0.786191, 0.928280], [-5.159320, -0.920465, 0.218072], [-4.424105, 0.282043, 1.303721], [-4.975010, 0.900619, -1.632000], [-6.259464, 1.025163, -0.404588], [-4.798855, 2.532702, 0.651187], [-3.512624, -2.443754, 0.183775], [-2.512606, -1.554763, 1.368180], [-1.062949, -3.020219, 0.037487], [-1.696442, -2.320150, -1.481057], [1.880456, -2.896429, -0.256789], [1.351270, -2.071488, -1.710892], [3.006550, -2.694224, -1.615887], [4.393678, -0.868942, -1.712867]],
  "atomic_forces_ev_per_a": [[0.006, -0.038, 0.042], [-0.129, -0.025, 0.027], [-0.047, -0.168, -0.059], [0.002, 0.189, 0.110], [-0.048, 0.159, 0.180], [-0.497, -0.171, 0.143], [-0.066, -0.063, -0.359], [0.211, 0.176, -0.199], [-0.001, -0.068, -0.117], [0.732, 0.039, 0.919], [-0.212, 0.572, 0.070], [0.179, 0.170, -0.232], [-0.035, -0.072, 0.048], [-0.047, 0.204, -0.398], [-0.291, -0.471, 0.185], [0.168, 0.503, 0.223], [0.089, -0.139, -0.139], [-0.312, -0.504, 0.359], [0.191, -0.133, -0.208], [0.148, -0.251, -0.212], [-0.112, 0.064, 0.133], [0.054, 0.018, -0.072], [0.095, 0.014, -0.003], [0.045, 0.074, -0.021], [-0.001, 0.107, 0.067], [0.038, 0.021, -0.016], [-0.045, 0.071, 0.070], [-0.028, 0.102, 0.078], [-0.068, 0.141, -0.158], [0.064, 0.040, 0.056], [0.099, -0.047, 0.079], [-0.118, 0.079, -0.127], [-0.009, 0.028, 0.070], [-0.051, -0.047, -0.010], [-0.065, -0.082, 0.058], [0.097, -0.047, -0.079], [-0.015, 0.001, -0.097], [0.033, 0.006, 0.041], [-0.102, -0.054, -0.032], [-0.149, -0.096, -0.143], [0.051, 0.010, 0.056], [0.052, -0.137, -0.151], [0.005, -0.072, -0.065], [0.055, -0.009, -0.026], [0.033, -0.093, -0.093]],
  "nbo_charge": [-0.63, 0.03, -0.23, 0.05, -0.63, -0.40, 2.32, -0.95, -0.95, -0.68, -0.24, -0.27, -0.45, -0.24, -0.07, -0.72, -0.24, -0.24, 0.15, -0.67, -0.25, 0.22, 0.23, 0.22, 0.21, 0.21, 0.23, 0.24, 0.22, 0.21, 0.23, 0.19, 0.20, 0.16, 0.19, 0.16, 0.46, 0.20, 0.18, 0.24, 0.21, 0.25, 0.24, 0.21, 0.21]
}


[5]
{
  "formula": "C3H7O",
  "method": "ωB97M-V with the def2-TZVPD basis set",
  "de_lowest_ev": 1.481,
  "lumo_ha": 0.1627,
  "gap_ev": 5.420,
  "charge": -1,
  "symbols": ["O", "H", "C", "C", "C", "H", "H", "H", "H", "H", "H"],
  "xyz": [[2.528642, -0.321673, 0.211465], [1.605868, -0.027333, 0.327713], [-1.236460, -1.195551, -0.363111], [-0.784970, 0.073039, -0.566494], [-0.641235, 1.100379, 0.415183], [-1.454866, -1.830654, -1.215423], [2.973546, 0.505864, 0.353575], [-1.273302, -1.589375, 0.642107], [-0.577142, 0.347523, -1.609815], [0.192168, 1.784121, 0.549666], [-1.332248, 1.153661, 1.255135]],
  "atomic_forces_ev_per_a": [[-0.323, -0.074, 0.034], [-0.436, -0.421, -0.065], [-0.094, 0.056, -0.361], [0.197, 0.777, 0.388], [-0.135, -0.078, 0.364], [-0.038, -0.164, 0.132], [0.585, 0.467, 0.068], [-0.272, -0.148, 0.065], [0.342, -0.135, 0.014], [-0.031, 0.274, -0.812], [0.205, -0.553, 0.174]],
  "nbo_charge": [-0.97, 0.50, -0.66, -0.21, -0.89, 0.16, 0.45, 0.17, 0.15, 0.15, 0.16]
}


[6]
{
  "formula": "C5H13NO2",
  "method": "ωB97M-V with the def2-TZVPD basis set",
  "smiles": "C[C@@H](N)CCC=O.O",
  "de_lowest_ev": 2.986,
  "lumo_ha": 0.0172,
  "gap_ev": 9.885,
  "charge": 0,
  "symbols": ["C", "C", "N", "C", "C", "C", "O", "H", "H", "H", "H", "H", "H", "H", "H", "H", "H", "H", "O", "H", "H"],
  "xyz": [[-1.293027, 0.399668, -1.514844], [-0.919469, 0.210356, -0.038369], [-1.967447, -0.577903, 0.738124], [0.560858, -0.281950, -0.006584], [1.284555, 0.003591, 1.413566], [1.313010, 1.484851, 1.680949], [2.267606, 2.193135, 1.705746], [-1.345552, -0.704827, -2.141563], [-0.826451, 1.272795, -1.927439], [-2.358969, 0.505980, -1.656287], [-1.022950, 1.291868, 0.570190], [-2.158726, -1.495023, 0.401581], [-2.830141, -0.015158, 0.675525], [0.681734, -1.324021, -0.147054], [1.117904, 0.183471, -0.832977], [0.614200, -0.558954, 2.106317], [2.264182, -0.488380, 1.575160], [0.286896, 1.962028, 1.902275], [-0.548552, -2.450638, -2.922986], [0.331727, -2.107790, -2.631491], [-0.409711, -3.315742, -2.531497]],
  "atomic_forces_ev_per_a": [[-1.581, -3.452, -0.776], [-1.103, 1.614, 1.145], [1.073, 1.787, -0.012], [0.518, 1.495, 1.878], [-1.030, -1.120, -0.602], [-2.040, -0.147, 0.830], [1.163, 0.330, -0.181], [1.388, 3.212, 1.588], [0.622, -0.071, -0.771], [-0.588, 0.873, 0.563], [0.558, -2.674, -1.983], [0.021, -0.657, -0.634], [0.625, -0.652, 0.092], [-0.401, -1.284, -0.290], [-0.227, 0.154, 0.322], [0.223, 0.912, -0.075], [-0.274, 0.575, -0.697], [0.964, -0.597, -0.281], [1.826, -0.040, 0.691], [-0.979, 0.488, -0.672], [-0.756, -0.744, -0.135]],
  "nbo_charge": [-0.68, -0.04, -0.86, -0.40, -0.52, 0.45, -0.52, 0.25, 0.22, 0.21, 0.18, 0.35, 0.36, 0.20, 0.21, 0.24, 0.23, 0.09, -0.92, 0.47, 0.47]
}


Max |F| for every record listed, in sequence, given in eV/Å: 0.978, 4.340, 3.985, 1.176, 0.891, 3.875.
Electronic energy for every record listed, in sequence, given in a.u.: -432.39806, -512.26867, -1219.98831, -1319.36711, -193.67659, -403.46686.